30
Properties=species:S:1:pos:R:3:forces:R:3:lowdin_charge:R:1 method="wB97M-V/def2-TZVPD" charge=0 energy_ha=-578.5577 de_lowest_kcal_mol=68.41 smiles=CO.CO.CO.CO.CO homo_energy_ev=-10.21
C 13.1132 23.4678 13.8298 0.486 0.219 0.337 -0.187
O 11.9184 23.0919 14.4261 -1.640 -0.752 0.104 -0.124
H 13.3304 22.7723 13.0191 -0.035 0.018 0.086 0.081
H 13.0387 24.4768 13.4241 0.326 0.139 -0.071 0.075
H 13.8762 23.3861 14.6039 0.624 0.272 -0.379 0.077
H 11.6989 23.6411 15.1823 0.222 0.100 -0.080 0.078
C 7.1469 21.9017 17.5950 -2.885 -1.262 -0.966 -0.225
O 7.7605 22.7119 18.4811 2.485 1.414 1.595 -0.098
H 6.5513 21.1477 18.1096 -0.143 -0.321 0.053 0.076
H 6.4195 22.5119 17.0595 -0.162 -0.215 -0.692 0.076
H 7.7333 21.3244 16.8802 0.772 0.567 0.228 0.083
H 7.2685 22.8035 19.3003 -0.060 -0.177 -0.230 0.088
C 7.6580 23.1151 12.0599 -1.008 0.369 0.288 -0.143
O 6.3598 22.5305 11.8824 0.228 -0.614 -0.427 -0.144
H 7.5958 24.0885 11.5733 0.683 0.185 0.155 0.075
H 7.8047 23.2021 13.1365 0.503 0.275 -0.030 0.073
H 8.4621 22.5213 11.6253 -0.400 -0.174 -0.079 0.079
H 5.7207 23.2100 12.1094 -0.071 -0.061 0.052 0.066
C 1.1792 24.7956 11.2194 -0.459 -0.822 1.430 -0.140
O 1.7444 23.6449 11.9134 0.150 0.846 -1.280 -0.140
H 0.2818 24.4170 10.7300 -0.132 0.490 -0.278 0.074
H 0.8955 25.4608 12.0349 0.001 0.355 -0.422 0.076
H 1.8599 25.2576 10.5043 0.072 0.019 0.133 0.075
H 1.9367 23.1181 11.1342 0.421 -0.935 0.368 0.051
C 4.0143 20.1247 8.3576 0.310 0.156 -0.217 -0.158
O 3.6107 21.3677 8.9358 -0.689 -0.285 -0.083 -0.135
H 3.3968 19.6765 7.5792 -0.638 0.887 -0.046 0.073
H 4.9487 20.4165 7.8783 0.464 -1.189 0.040 0.081
H 4.0256 19.3487 9.1230 0.742 -0.029 0.081 0.077
H 4.4069 21.5817 9.4276 -0.168 0.522 0.328 0.060